[1]
Here is a structure of composition C24H25N3O2 from OMol25. Energies are from ωB97M-V/def2-TZVPD.

Structure (ORCA input):
```
! RIJCOSX wB97M-V def2-TZVPD def2/J DEFGRID3
* xyz 0 1
H 3.7642 2.2488 -0.8727
C -2.5509 3.6902 -0.9172
C 1.2161 0.4110 2.3752
C 0.0244 -2.2163 -1.8824
H -3.3465 -3.0447 2.4229
C 0.8652 -1.9043 2.0242
H 3.4383 0.9001 0.1924
C -0.2494 3.0940 -0.6267
C -1.8323 1.3485 -1.0237
O 1.8915 -1.8661 2.8038
H 2.5120 4.5266 0.5809
C -1.5560 -1.8235 2.1601
H 3.2225 -0.2527 2.9950
C 0.1251 -1.3061 -0.7860
O -0.0546 -2.7743 2.1618
H -2.0831 0.3251 -1.2630
H 0.6398 -2.3727 -3.9618
C 1.7828 4.5579 -0.2469
C 2.1615 -0.3747 3.2176
H 1.8178 1.1616 1.8524
H -3.8889 2.0250 -1.1920
C 3.1665 1.9344 -0.0128
H -1.7586 -4.0172 -3.4061
H 1.8830 -1.8293 -2.8002
C -2.8446 2.3167 -1.0415
H 1.0309 5.3396 -0.0630
H 3.4756 2.5457 0.8433
C -1.7946 -2.4874 -0.5286
N -1.1271 -2.9552 -1.6801
C 0.7372 1.0243 -0.3369
C 1.7175 2.0481 -0.3022
N 1.1105 3.2659 -0.3733
H -1.6132 -1.5519 3.2277
H -3.4726 -3.7514 -0.0269
H -0.9609 5.1413 -0.5740
H 1.9319 -0.3119 4.2927
C -1.0214 -0.7591 1.2336
H 0.4516 0.9813 2.9114
N 0.5481 -0.5667 1.3924
C -2.7235 -3.0546 0.3396
H -0.5579 -4.8665 -2.3949
H -2.2409 -4.6791 -1.8339
C -2.6321 -2.6933 1.6701
H -1.5040 0.2189 1.3012
C -1.2203 4.0853 -0.6921
C -0.5184 1.6976 -0.6971
H 2.0906 -0.6192 -0.1072
C -1.0556 -1.3858 -0.0758
H 1.4254 -3.5542 -2.8456
H 2.3222 4.7988 -1.1791
C 1.0334 -2.5203 -2.9377
C -1.4299 -4.1944 -2.3745
H -3.3604 4.4372 -0.9684
C 1.0123 -0.3911 0.0265
*
```

Results
LUMO: 0.38 eV
strongest force on any atom: 4.15 eV Å⁻¹
energy relative to the best compared isomer or geometry (same formula, charge and spin): 807.52 kJ/mol
frontier orbital gap: 0.182 Eh

Charges obtained by Mulliken population analysis, quoted in units of e: H 0.442; C -0.645; C 0.210; C -0.344; H 0.353; C -0.004; H 0.289; C -0.623; C 0.399; O -0.325; H 0.331; C -0.512; H 0.333; C -0.244; O -0.345; H 0.368; H 0.333; C -0.923; C -0.646; H -0.155; H 0.400; C -1.846; H 0.297; H 0.352; C -0.909; H 0.325; H 0.424; C -0.355; N 0.168; C 0.861; C -0.213; N 0.183; H 0.466; H 0.404; H 0.169; H 0.262; C -0.113; H 0.434; N 0.241; C -0.923; H 0.332; H 0.399; C -1.093; H 0.642; C -1.037; C 1.436; H 0.803; C 0.641; H 0.374; H 0.286; C -1.709; C -1.051; H 0.365; C 0.695


[2]
Here is a structure of composition C24H25N3O4S2 from OMol25. Energies are from ωB97M-V/def2-TZVPD.

Structure (ORCA input):
```
! RIJCOSX wB97M-V def2-TZVPD def2/J DEFGRID3
* xyz 0 1
C 3.1537 -0.5521 0.7318
O 1.5764 4.2670 1.8318
C 0.0703 -2.9628 0.4444
C -1.1435 4.8438 1.0841
C 0.8065 3.3677 1.3507
C -0.2840 -1.7523 0.8983
H -1.8981 -6.4028 0.7431
C -0.8663 -6.5505 0.8294
C 2.4857 0.0478 -0.1109
C -1.8763 5.0242 2.3223
H -1.3250 2.7457 -2.0738
C -1.6442 -1.2525 0.1554
C 3.0647 -2.6049 -0.6200
C -3.0267 0.8498 -0.1094
C -2.2584 -2.0942 -0.8656
C 1.7446 2.0646 1.3034
H -1.5419 4.8927 0.2637
S -0.1593 -5.3272 -0.6738
O 1.4094 4.1292 -1.4572
N -0.3709 3.4451 1.0193
O 1.3671 -5.5071 -0.3288
H 0.3593 -0.9817 1.5007
N 1.1753 1.9589 -1.2153
H -0.7051 -7.4290 0.3425
H 2.8449 2.5231 -0.5662
C 3.5532 -1.8370 0.6168
H 3.2741 0.0835 1.5993
N -0.7248 1.0296 0.7543
C 2.0645 1.7026 -0.1938
C -1.0320 2.3795 0.5771
H -1.4281 4.6411 3.4577
H -3.8738 0.4771 -0.3291
S -2.9099 2.5122 0.1839
H 1.0147 -3.4098 1.1315
H -3.6268 5.4188 3.1297
H 3.8045 -2.2838 1.4185
C -0.7002 -3.7551 -0.2717
H -2.2672 -3.8549 -1.6847
H -3.6204 5.4454 1.4255
H -2.8356 -1.5726 -1.3236
H -0.1782 2.5834 -3.5143
H 2.4922 2.1482 1.7904
C -1.5753 -3.2300 -1.1206
C -1.6463 0.1458 0.4255
C 2.3756 -0.3902 -1.4780
H -0.5732 -6.0413 1.7006
H -0.1466 5.5378 1.1964
H 0.4464 1.3141 -1.1316
C 2.6118 -1.6645 -1.6153
C -0.3617 3.2850 -2.8313
O -0.5618 -5.9046 -1.9985
H 3.2845 -3.7025 -0.5743
H 2.2491 -2.3285 -2.6184
C -3.1113 5.3321 2.3899
H 1.0886 1.2234 1.5085
C 0.9380 3.1557 -1.7439
H 1.9969 0.1744 -2.3399
H -0.4470 4.2275 -2.7364
*
```

Results
LUMO: -1.21 eV
strongest force on any atom: 15.83 eV Å⁻¹
energy relative to the best compared isomer or geometry (same formula, charge and spin): 2065.62 kJ/mol
frontier orbital gap: 0.251 Eh

Charges obtained by Mulliken population analysis, quoted in units of e: C 0.615; O -0.744; C 0.212; C -1.756; C 0.652; C -0.533; H 0.396; C -1.182; C 0.108; C 0.139; H 0.118; C 0.477; C -0.365; C -0.967; C -1.298; C -2.105; H 1.251; S 0.998; O -0.441; N 0.122; O -0.617; H 0.246; N -0.328; H 0.476; H 0.484; C -1.096; H 0.246; N -0.334; C 0.701; C -0.056; H 0.170; H 0.714; S -0.111; H 0.211; H 0.487; H 0.629; C 0.562; H 0.343; H 0.194; H 0.890; H 0.492; H 0.957; C -0.703; C 0.087; C -0.695; H 0.371; H 0.327; H 0.283; C -0.454; C -1.426; O -0.617; H 0.350; H 0.093; C -0.963; H 0.907; C 0.560; H 0.345; H 0.579


[3]
Here is the molecule C24H25N3O6S from OMol25. Energies are from ωB97M-V/def2-TZVPD.

Structure (ORCA input):
```
! RIJCOSX wB97M-V def2-TZVPD def2/J DEFGRID3
* xyz 0 1
H 4.9095 -3.8262 -1.2517
H 2.0724 -0.8634 -2.1010
C 0.7165 -2.4041 -1.4554
H 1.3852 -1.0658 2.9884
H 1.9084 0.7906 0.6147
H 3.0870 -2.1898 -0.6762
O 0.8113 1.3528 2.2696
C -2.4615 1.3946 -2.3976
C 0.1208 -0.0921 -1.7456
C -2.5970 1.0202 -0.0185
H -0.4733 3.6387 2.8478
O -1.4375 1.9685 4.4926
C -4.6569 4.3677 -2.9490
C -1.6732 1.9404 3.3160
C -3.3700 2.5072 -2.1447
H 2.7825 0.8858 2.1738
O -2.0202 1.0701 -3.4757
C 4.2501 -4.0145 0.8151
C 3.9947 -4.0623 -0.6988
H -3.4580 3.0864 -4.1927
H 0.7516 -1.2566 1.3501
C -4.6615 3.8498 -0.5969
O 4.5487 -2.7115 1.2727
C -5.0823 4.6324 -1.6480
H -2.5787 -1.9258 -0.8289
C 1.7125 -3.5163 -1.4035
H -4.9976 4.9913 -3.7614
C -3.8003 2.7746 -0.8344
S -2.0498 0.0329 1.3392
C -0.9958 2.8461 2.3085
H -0.8677 -3.7246 -0.9196
O 0.1573 2.2021 0.2916
H 2.4853 -1.4836 1.6726
C 1.0658 -1.0983 -1.7885
H 5.0535 -4.7128 1.0833
H -4.9837 4.0441 0.4143
H 6.0798 -2.1754 -0.0365
C -1.5546 -1.6993 -1.0837
H 3.6474 -5.0558 -0.9878
H -3.5364 1.5793 2.3074
C -1.1781 -0.3917 -1.3594
C -0.6040 -2.7006 -1.1347
N 2.9620 -3.1187 -1.0499
H 0.3804 0.9264 -1.9857
H -3.0539 0.3026 3.4840
N -2.1235 0.6660 -1.2409
C -3.8053 3.3147 -3.1965
C 1.8569 0.5684 1.6850
N -3.3865 2.0023 0.2197
H 3.3361 -4.2998 1.3427
C 1.6006 -0.9095 1.9347
C 5.8713 -2.2922 1.0323
H -5.7495 5.4614 -1.4634
C -2.7060 1.0055 2.7282
H -1.7277 3.2755 1.6229
O 1.4308 -4.6716 -1.6482
H 6.5913 -2.9998 1.4584
C 0.0419 2.0915 1.4847
H 5.9793 -1.3276 1.5247
*
```

Results
LUMO: 0.24 eV
strongest force on any atom: 0.98 eV Å⁻¹
energy relative to the best compared isomer or geometry (same formula, charge and spin): 0.00 kJ/mol
frontier orbital gap: 0.324 Eh
SMILES: CCOC(=O)CC(=O)CSc1nc2ccccc2c(=O)n1-c1ccc(C(=O)NCCOC)cc1

Charges obtained by Mulliken population analysis, quoted in units of e: H 0.316; H 0.578; C 0.817; H 0.419; H 0.249; H 0.276; O -0.282; C 0.716; C -0.236; C 0.581; H 0.416; O -0.572; C -0.635; C 0.664; C 0.099; H 0.370; O -0.659; C -0.454; C -0.948; H 0.481; H -0.071; C -0.559; O -0.273; C -0.372; H 0.574; C 0.109; H 0.407; C -0.019; S 0.004; C -0.552; H 0.466; O -0.590; H -0.056; C -1.066; H 0.426; H 0.458; H 0.320; C 0.074; H 0.464; H 0.332; C -0.981; C -0.853; N -0.073; H 0.508; H 0.472; N 0.539; C -0.606; C -0.299; N -0.302; H 0.284; C -0.356; C -0.769; H 0.401; C -0.745; H 0.245; O -0.682; H 0.298; C 0.407; H 0.239


[4]
Here is the molecule C24H25N3S from OMol25. Energies are from ωB97M-V/def2-TZVPD.

Structure (ORCA input):
```
! RIJCOSX wB97M-V def2-TZVPD def2/J DEFGRID3
* xyz 0 1
C 1.5490 -0.7312 -0.1030
C -0.0915 5.2304 1.7225
H 0.5760 -5.2389 -3.1089
H -0.9831 -2.7627 -2.8806
H -0.3572 -0.4085 -1.0822
C 2.7118 -5.1781 -1.1153
H 2.4555 0.6501 1.2738
H -1.8140 6.4505 1.0590
C -1.4287 3.3668 1.2304
C -0.9751 -3.0806 -1.8272
C -1.7978 2.0409 0.9838
C 0.3373 -5.2877 -2.0326
H 0.3805 5.4165 2.6946
C -1.5889 5.6289 1.7530
C 4.4389 0.6090 -0.9976
H 3.5475 -1.2492 0.5543
H 2.7069 -6.1020 -0.5224
N 5.5128 0.1431 -1.1561
H -1.3503 -4.9007 -0.7539
N -2.2792 4.4142 1.3674
H -3.6178 1.3548 1.8475
C -3.7072 4.2753 1.3368
C 2.5305 -2.9102 -0.3610
H -4.1053 4.2222 2.3650
H 1.9685 3.1730 1.2319
C 0.9227 2.8715 1.1308
H 3.8277 -4.3376 0.5914
H -4.1308 5.1792 0.8830
H -1.8819 -2.6568 -1.3745
C 1.8000 0.6729 0.3919
H 4.3979 -3.7788 -0.9710
C 0.4123 -1.1352 -0.8226
H -3.9860 3.2356 -0.5254
H -3.4525 0.9956 0.1345
H 3.1583 -5.4287 -2.0896
C 3.4932 -4.0404 -0.4098
N 1.3772 -4.6367 -1.2840
C -1.0122 -4.6230 -1.7588
C 0.6056 1.5460 0.7872
S 2.9205 1.3983 -0.8707
C 2.6384 -1.6049 0.0690
C -3.2718 1.7722 0.8882
H -1.8999 5.9635 2.7538
H 0.3216 -6.3482 -1.7534
C -0.7402 1.1199 0.8636
H -1.0011 0.0641 0.8184
C 0.2285 -2.4814 -1.1706
H -5.1707 2.8237 0.7121
C -4.1079 3.0289 0.5459
H -1.7523 -5.0057 -2.4682
C 1.3099 -3.3352 -0.9185
C -0.0916 3.7822 1.3718
H 0.4665 5.8330 0.9964
*
```

Results
LUMO: 0.65 eV
strongest force on any atom: 3.04 eV Å⁻¹
frontier orbital gap: 0.278 Eh
SMILES: N#CSC(c1cc2c3c(c1)CCN3CCC2)c1cc2c3c(c1)CCN3CCC2

Charges obtained by Mulliken population analysis, quoted in units of e: C 0.078; C -0.698; H 0.317; H 0.313; H 0.996; C -0.749; H 0.552; H 0.334; C 0.153; C -0.911; C 0.079; C -0.668; H 0.303; C -0.736; C 0.510; H 0.682; H 0.312; N -0.512; H 0.317; N 0.032; H 0.305; C -0.667; C 0.532; H 0.297; H 0.448; C -1.314; H 0.318; H 0.386; H 0.359; C 0.463; H 0.289; C -1.269; H 0.316; H 0.372; H 0.327; C -0.782; N 0.008; C -0.784; C -0.141; S -0.074; C -1.261; C -0.883; H 0.307; H 0.381; C -0.859; H 1.031; C 0.134; H 0.373; C -0.784; H 0.383; C 0.276; C 0.536; H 0.273


> Which of these has the lowest frontier orbital gap?

C24H25N3O2